ORCA calculation (the ωB97M-V functional and the def2-TZVPD basis) on C10H5BrCaNO5 as an isolated structure.

```
! wB97M-V def2-TZVPD RIJCOSX def2/J DEFGRID3
* xyz 1 1
O -0.135 5.131 -4.481
C 0.104 4.076 -4.107
Ca 0.862 0.776 -0.423
O -0.700 4.001 -1.320
C -0.245 2.946 -1.179
C -0.790 -0.521 -1.891
O -1.504 -1.510 -2.052
C 2.715 1.708 -1.966
O 3.599 2.117 -2.574
C -1.408 0.807 -1.620
O -2.460 1.328 -1.748
H 0.410 -0.480 -1.912
Br -2.308 -3.986 2.392
C -0.961 -2.658 2.243
C -0.045 -2.462 3.280
C 0.933 -1.479 3.145
C 0.967 -0.716 1.979
N 0.061 -0.880 0.991
C -0.874 -1.861 1.093
H -0.114 -3.082 4.165
H 1.673 -1.293 3.922
H 1.745 0.049 1.822
H -1.525 -2.010 0.240
*
```

Calculated values
- Relative energy (zero: lowest compared OMol25 entry of this formula, charge and spin): 1.077 eV
- Highest occupied orbital energy (alpha / beta): -0.3911 / -0.3895 hartree
- Frontier orbital gap (alpha / beta): 5.77 / 5.87 eV


ORCA calculation (the ωB97M-V functional and the def2-TZVPD basis) on C38H102FeN9O11 as an isolated structure.

```
! wB97M-V def2-TZVPD RIJCOSX def2/J DEFGRID3
* xyz 1 5
Fe -1.725 -0.889 2.473
C 0.039 1.260 -0.406
C -0.580 0.585 0.762
O -1.819 0.680 0.990
O 0.012 -0.298 1.468
H -0.618 1.182 -1.269
H 1.005 0.800 -0.605
H 0.213 2.299 -0.118
C 2.678 -3.088 2.236
C 2.445 -4.489 1.720
C 2.933 -5.580 2.659
O 4.276 -5.500 3.112
C 5.214 -5.707 2.075
N 1.022 -4.695 1.468
H 3.718 -2.765 2.311
H 2.240 -2.879 3.216
H 2.288 -2.327 1.555
H 3.038 -4.622 0.807
H 2.753 -6.613 2.331
H 2.283 -5.562 3.542
H 5.063 -6.733 1.711
H 6.216 -5.617 2.486
H 5.096 -5.097 1.175
H 0.838 -5.689 1.404
H 0.436 -4.267 2.171
C -4.598 2.948 1.200
C -3.641 3.685 0.293
C -2.405 4.234 1.003
O -2.736 4.911 2.202
C -1.595 5.418 2.854
N -3.184 2.726 -0.735
H -4.215 1.959 1.463
H -5.577 2.842 0.730
H -4.812 3.499 2.119
H -4.195 4.462 -0.236
H -1.837 4.865 0.312
H -1.775 3.377 1.285
H -0.924 5.942 2.170
H -1.024 4.605 3.324
H -1.823 6.063 3.702
H -2.383 3.115 -1.236
H -2.711 1.978 -0.224
C -1.950 -2.793 -6.455
C -2.343 -2.076 -5.161
C -2.804 -0.636 -5.571
O -3.148 0.175 -4.452
C -2.054 0.717 -3.720
N -3.412 -2.749 -4.462
H -2.815 -2.694 -7.112
H -1.627 -3.804 -6.217
H -1.119 -2.252 -6.909
H -1.465 -1.919 -4.528
H -3.723 -0.617 -6.164
H -2.065 -0.187 -6.248
H -1.204 0.024 -3.693
H -2.477 0.835 -2.726
H -1.668 1.602 -4.230
H -4.250 -2.857 -5.032
H -3.747 -1.980 -3.877
C -5.839 -1.293 4.273
C -4.755 -0.641 3.447
C -4.150 0.543 4.229
O -2.843 0.883 3.756
C -2.146 1.842 4.536
N -3.640 -1.532 3.127
H -5.395 -1.770 5.153
H -6.492 -2.006 3.770
H -6.548 -0.576 4.696
H -5.220 -0.238 2.544
H -3.958 0.174 5.244
H -4.790 1.423 4.185
H -2.223 1.594 5.598
H -2.598 2.835 4.448
H -1.139 1.915 4.135
H -3.560 -2.106 3.971
H -3.994 -2.223 2.454
C -2.625 -1.705 -1.455
C -3.269 -1.937 -0.115
C -4.447 -2.880 -0.157
O -4.932 -3.174 1.153
C -5.773 -4.337 1.205
N -2.229 -2.494 0.809
H -3.266 -1.152 -2.141
H -2.224 -2.624 -1.891
H -1.702 -1.118 -1.452
H -3.588 -0.972 0.296
H -4.168 -3.878 -0.519
H -5.206 -2.457 -0.822
H -5.254 -5.158 0.703
H -6.676 -4.116 0.636
H -5.961 -4.585 2.244
H -2.498 -3.472 0.901
H -1.326 -2.608 0.316
C 1.985 2.639 2.994
C 2.913 1.838 3.915
C 3.017 2.318 5.338
O 3.393 3.671 5.321
C 3.503 4.338 6.555
N 2.489 0.434 3.818
H 0.928 2.559 3.255
H 2.108 2.299 1.965
H 2.251 3.699 3.037
H 3.943 1.831 3.548
H 3.752 1.761 5.934
H 2.099 2.129 5.917
H 4.475 4.117 7.010
H 2.713 3.957 7.211
H 3.426 5.410 6.394
H 2.382 0.156 2.853
H 1.627 0.246 4.313
C 5.951 -0.081 -3.673
C 5.757 1.290 -3.022
C 4.768 1.277 -1.864
O 5.105 0.285 -0.911
C 4.664 0.455 0.417
N 7.066 1.832 -2.643
H 6.677 -0.024 -4.483
H 4.998 -0.424 -4.095
H 6.212 -0.903 -3.005
H 5.298 1.895 -3.808
H 3.796 0.952 -2.253
H 4.688 2.266 -1.405
H 4.774 -0.421 1.051
H 3.630 0.824 0.405
H 5.301 1.244 0.836
H 7.512 1.319 -1.895
H 7.685 1.806 -3.442
C 2.498 -1.933 -1.612
C 1.101 -2.525 -1.809
C 1.060 -3.925 -2.419
O 1.512 -3.825 -3.763
C 1.357 -5.025 -4.467
N 0.418 -2.715 -0.500
H 2.381 -0.991 -1.072
H 2.978 -1.730 -2.567
H 2.995 -2.629 -0.934
H 0.495 -1.796 -2.354
H 0.072 -4.392 -2.415
H 1.773 -4.578 -1.896
H 2.144 -5.757 -4.257
H 1.302 -4.853 -5.543
H 0.414 -5.565 -4.309
H 0.546 -1.896 0.097
H 0.988 -3.390 0.049
C 1.834 3.498 -2.328
C 1.455 4.873 -2.913
C 0.195 5.415 -2.219
O -0.884 4.516 -2.296
C -1.571 4.585 -3.556
N 2.671 5.668 -2.738
H 2.504 2.958 -2.996
H 0.907 2.938 -2.202
H 2.293 3.627 -1.348
H 1.236 4.795 -3.985
H -0.015 6.449 -2.511
H 0.456 5.471 -1.156
H -1.102 4.056 -4.384
H -1.791 5.623 -3.815
H -2.545 4.166 -3.298
H 3.450 5.293 -3.266
H 2.662 6.640 -3.028
*
```

Calculated values
- Relative energy (zero: lowest compared OMol25 entry of this formula, charge and spin): 0.000 eV
- Expectation value of S²: 6.008
- Highest occupied orbital energy (alpha / beta): -0.3849 / -0.3849 hartree
- Frontier orbital gap (alpha / beta): 7.72 / 7.26 eV


ORCA calculation (the ωB97M-V functional and the def2-TZVPD basis) on a 5-piece molecular cluster, C3H15N3O6 overall.

```
! wB97M-V def2-TZVPD RIJCOSX def2/J DEFGRID3
* xyz 0 1
O 0.482 1.050 1.963
C -0.370 0.561 1.273
N -1.751 0.576 1.521
C 0.170 -0.203 0.048
N -0.633 -1.329 -0.372
C -1.087 -1.568 -1.732
N -0.311 -1.062 -2.793
O -2.095 -2.209 -1.998
H -1.992 1.308 2.127
H -2.458 0.219 0.929
H 1.176 -0.651 0.466
H 0.358 0.401 -0.818
H -1.233 -1.808 0.384
H 0.536 -0.608 -2.781
H -0.558 -1.688 -3.684
H 2.605 3.087 1.830
H 1.296 3.634 2.080
O 1.905 3.516 1.383
H 3.072 -0.807 2.035
H 4.339 -0.949 1.149
O 4.039 -0.560 1.969
H -2.951 -1.503 -0.097
H -3.566 -1.096 1.277
O -3.534 -0.927 0.385
H 1.693 2.126 -2.329
H 1.943 1.577 -1.157
O 1.994 1.221 -2.131
*
```

Calculated values
- SMILES: NC(=O)CNC(N)=O.O.O.O.O
- Relative energy (zero: lowest compared OMol25 entry of this formula, charge and spin): 0.523 eV
- Highest occupied orbital energy: -0.3616 hartree
- Frontier orbital gap: 10.18 eV


ORCA calculation (the ωB97M-V functional and the def2-TZVPD basis) on C36H26Br2ClN3O3PPtS3 as an isolated structure.

```
! wB97M-V def2-TZVPD RIJCOSX def2/J DEFGRID3
* xyz -1 1
Pt 0.021 -0.146 -1.159
Br -2.556 -5.464 -4.477
C -1.890 -3.871 -3.696
C -2.790 -2.968 -3.109
C -2.267 -1.828 -2.548
N -0.975 -1.522 -2.551
C -0.086 -2.417 -3.097
C -0.553 -3.602 -3.703
C 1.304 -2.127 -3.001
C 2.264 -2.693 -3.871
C 3.585 -2.438 -3.636
Br 4.902 -3.209 -4.773
C 3.982 -1.612 -2.578
C 2.977 -1.038 -1.821
N 1.692 -1.277 -2.004
H -3.846 -3.173 -3.078
H -2.936 -1.107 -2.101
H 0.155 -4.302 -4.118
H 1.954 -3.296 -4.710
H 5.019 -1.418 -2.364
H 3.228 -0.366 -1.012
S 4.161 2.523 -0.208
P 2.221 2.795 -0.201
S 1.225 1.907 -1.765
C 1.799 4.590 -0.345
C 0.811 5.054 -1.199
C 0.467 6.394 -1.208
C 1.106 7.281 -0.361
C 2.112 6.827 0.478
C 2.459 5.489 0.484
C 1.477 2.492 1.445
C 2.176 1.778 2.403
C 1.633 1.611 3.663
C 0.394 2.152 3.962
C -0.301 2.869 3.005
C 0.241 3.048 1.747
H 0.307 4.355 -1.849
H -0.314 6.738 -1.873
H 0.811 8.321 -0.351
H 2.614 7.524 1.134
H 3.243 5.129 1.135
H 3.141 1.362 2.151
H 2.172 1.054 4.415
H -0.033 2.014 4.945
H -1.270 3.289 3.233
H -0.286 3.626 0.999
O -1.225 -3.848 -0.421
C -0.662 -3.137 0.397
N -0.537 -1.807 0.345
S 0.405 -1.195 1.524
O -0.309 -0.334 2.430
O 1.599 -0.617 0.950
C 0.704 -2.751 2.356
C 1.339 -3.043 3.540
C 1.264 -4.348 4.014
C 0.568 -5.311 3.297
C -0.069 -5.002 2.103
C -0.003 -3.698 1.636
H 1.857 -2.266 4.082
H 1.737 -4.611 4.950
H 0.517 -6.316 3.694
H -0.625 -5.748 1.556
Cl -6.880 -1.141 0.922
C -5.325 -0.507 0.490
C -5.146 0.084 -0.750
C -3.906 0.601 -1.079
C -2.827 0.544 -0.184
C -1.525 1.114 -0.521
C -3.061 -0.032 1.073
C -4.289 -0.560 1.410
H -5.971 0.141 -1.445
H -3.778 1.085 -2.039
H -1.066 1.545 0.375
H -1.631 1.865 -1.312
H -2.254 -0.057 1.788
H -4.448 -0.996 2.387
*
```

Calculated values
- Relative energy (zero: lowest compared OMol25 entry of this formula, charge and spin): 0.000 eV
- Highest occupied orbital energy: -0.1597 hartree
- Frontier orbital gap: 5.77 eV


ORCA calculation (the ωB97M-V functional and the def2-TZVPD basis) on a 5-piece molecular cluster, C34H68BrNO11S4 overall.

```
! wB97M-V def2-TZVPD RIJCOSX def2/J DEFGRID3
* xyz 0 1
C 4.286 -2.236 3.769
C 2.841 -2.168 3.308
C 2.488 -2.712 1.785
C 1.983 -1.484 0.767
O 2.162 -0.243 1.534
C 3.465 0.416 1.187
C 0.402 -1.741 0.276
N 0.452 -2.951 -0.601
C -0.568 -3.022 -1.685
C -2.137 -2.945 -1.250
O -0.162 -0.541 -0.427
C 0.809 0.045 -1.355
C -0.081 0.874 -2.497
C 0.322 2.462 -2.614
C 0.389 3.267 -1.187
C -0.752 2.813 -0.088
C -1.105 4.026 1.008
O -0.153 3.841 2.147
C -0.784 3.054 3.224
C -0.462 -1.868 1.659
Br -2.091 -0.641 1.568
C -1.014 -3.344 2.053
C -2.511 -3.338 2.799
H 4.820 -1.397 4.387
H 4.967 -3.160 3.450
H 2.037 -1.770 4.081
H 3.517 -3.146 1.364
H 1.749 -3.619 1.809
H 2.743 -1.548 -0.151
H 3.427 1.500 1.653
H 3.632 0.512 0.029
H 4.350 -0.159 1.740
H 0.656 -3.844 -0.116
H -0.412 -4.056 -2.259
H -0.399 -2.185 -2.517
H -2.463 -3.646 -0.373
H -2.768 -3.302 -2.199
H -2.413 -1.812 -1.105
H 1.578 0.768 -0.838
H 1.406 -0.772 -1.945
H -1.242 0.801 -2.242
H 0.038 0.280 -3.524
H 1.364 2.523 -3.194
H -0.470 2.946 -3.365
H 0.281 4.424 -1.393
H 1.489 3.091 -0.758
H -0.273 1.947 0.579
H -1.710 2.388 -0.609
H -0.944 5.071 0.503
H -2.215 3.826 1.346
H -1.630 2.326 2.857
H -1.241 3.831 3.998
H -0.021 2.393 3.840
H 0.134 -1.466 2.613
H -1.049 -4.141 1.204
H -0.276 -3.780 2.885
H -3.398 -3.233 2.042
H -2.615 -4.429 3.272
H -2.560 -2.597 3.711
C 4.902 -8.423 1.295
C 5.754 -7.171 1.501
C 4.801 -5.984 1.628
S 3.275 -6.637 2.289
O 2.240 -6.496 1.286
O 3.105 -6.167 3.650
C 3.791 -8.342 2.332
H 5.491 -9.338 1.409
H 4.475 -8.418 0.285
H 6.338 -7.276 2.424
H 6.462 -7.024 0.680
H 5.194 -5.223 2.306
H 4.585 -5.539 0.653
H 2.946 -8.994 2.107
H 4.173 -8.551 3.335
C 1.477 8.645 2.047
C 1.305 9.677 0.933
C 1.075 8.912 -0.369
S 0.314 7.361 0.090
O 1.231 6.287 -0.229
O -1.067 7.359 -0.349
C 0.356 7.635 1.850
H 1.433 9.106 3.038
H 2.450 8.151 1.946
H 0.433 10.306 1.150
H 2.175 10.337 0.855
H 0.409 9.457 -1.044
H 2.018 8.690 -0.875
H 0.531 6.692 2.371
H -0.609 8.056 2.147
C -1.509 -4.546 -5.200
C -1.367 -6.035 -5.512
C -0.539 -6.159 -6.790
S 0.516 -4.718 -6.843
O 0.128 -3.906 -7.977
O 1.888 -5.123 -6.612
C -0.116 -3.957 -5.361
H -1.903 -4.377 -4.194
H -2.198 -4.082 -5.917
H -0.847 -6.533 -4.685
H -2.342 -6.519 -5.626
H 0.079 -7.061 -6.782
H -1.172 -6.149 -7.681
H -0.118 -2.871 -5.471
H 0.534 -4.250 -4.531
C -5.598 4.420 0.302
C -4.746 5.672 0.508
C -5.699 6.860 0.635
S -7.225 6.207 1.296
O -8.260 6.348 0.293
O -7.395 6.677 2.657
C -6.709 4.502 1.339
H -5.009 3.506 0.415
H -6.025 4.426 -0.708
H -4.162 5.568 1.431
H -4.038 5.820 -0.313
H -5.306 7.621 1.313
H -5.915 7.305 -0.340
H -7.554 3.850 1.114
H -6.327 4.293 2.342
*
```

Calculated values
- SMILES: C=CC[C@H](OC)[C@](NCC)(OCCCCCCOC)[C@@H](Br)CC.O=S1(=O)CCCC1.O=S1(=O)CCCC1.O=S1(=O)CCCC1.O=S1(=O)CCCC1
- Highest occupied orbital energy: -0.3155 hartree
- Frontier orbital gap: 8.91 eV


ORCA calculation (the ωB97M-V functional and the def2-TZVPD basis) on C18H17FN2O6S as an isolated structure.

```
! wB97M-V def2-TZVPD RIJCOSX def2/J DEFGRID3
* xyz 0 1
C 1.923 -1.267 -2.600
H 1.859 -1.971 -3.514
H 2.611 -1.681 -1.936
H 2.438 -0.405 -3.056
O 0.655 -0.999 -2.311
C -0.177 -1.847 -1.503
O 0.120 -3.049 -1.284
C -1.388 -1.205 -1.153
C -1.895 0.098 -1.013
N -1.179 1.210 -1.296
H -0.524 1.330 -1.935
S -0.750 2.291 -0.101
O -1.604 2.008 0.928
O -0.210 3.543 -0.495
C 0.762 1.241 0.428
C 0.663 0.557 1.886
C 1.859 -0.312 2.239
C 2.930 -0.263 1.472
C 3.098 0.570 0.101
C 1.862 1.229 -0.148
O 1.800 1.746 -1.602
C 2.484 3.038 -1.513
H 2.610 3.262 -2.681
H 3.561 2.869 -1.126
H 2.107 3.936 -1.386
H 3.963 0.413 -0.456
O 4.103 -1.076 1.698
C 4.177 -1.455 2.878
H 3.296 -2.434 3.049
H 4.060 -0.997 3.847
H 5.138 -1.966 2.884
H 1.742 -0.693 3.003
H -0.131 0.707 2.378
C -3.140 -0.138 -0.316
C -4.106 0.880 0.063
C -5.184 0.687 0.678
C -5.453 -0.864 0.713
C -4.554 -1.803 0.803
C -3.387 -1.345 -0.041
N -2.417 -1.966 -0.412
H -2.099 -3.171 -0.350
H -4.872 -2.799 0.953
H -6.513 -1.189 1.378
F -6.235 1.226 1.022
H -4.006 2.058 -0.175
*
```

Calculated values
- Relative energy (zero: lowest compared OMol25 entry of this formula, charge and spin): 16.925 eV
- Highest occupied orbital energy: -0.3099 hartree
- Frontier orbital gap: 8.04 eV


ORCA calculation (the ωB97M-V functional and the def2-TZVPD basis) on a 3-piece molecular cluster, C8H16N2O3 overall.

```
! wB97M-V def2-TZVPD RIJCOSX def2/J DEFGRID3
* xyz 0 1
C -2.598 1.281 -1.636
C -1.950 0.028 -0.860
C -0.088 -0.428 0.813
C 0.234 0.209 2.182
C 1.202 -0.574 -0.006
C 2.482 -1.354 0.831
C 1.059 -1.251 -1.362
C 2.408 -1.371 -2.158
H -0.213 2.570 -1.160
H -2.667 3.188 -2.239
H -3.552 1.359 -1.289
H -2.665 1.291 -2.921
H -1.121 1.531 0.328
H -0.628 -1.287 1.148
H 1.625 0.507 -0.292
H 2.999 -0.853 1.874
H 3.429 -1.242 0.249
H 2.138 -2.399 1.164
H 0.391 -0.341 -1.661
H 0.619 -2.192 -1.450
H 1.935 -1.357 -3.280
H 3.113 -2.358 -2.050
H 3.078 -0.564 -2.365
H 1.175 1.796 2.978
N -1.849 2.534 -1.069
N -0.905 0.450 -0.066
O -2.161 -1.133 -1.154
O 0.762 -0.431 3.157
O 0.540 1.592 2.009
*
```

Calculated values
- Relative energy (zero: lowest compared OMol25 entry of this formula, charge and spin): 12.243 eV
- Highest occupied orbital energy: -0.3525 hartree
- Frontier orbital gap: 8.71 eV